[1]
A 4-piece molecular cluster, C25H61BN2O13S overall. Source: the OMol25 dataset; level of theory: ωB97M-V/def2-TZVPD.

Values from the calculation:
HOMO level, eV: -8.94
Strongest force on any atom, eV/Å: 1.0
HOMO-LUMO gap, eV: 9.510
LUMO level, Eh: 0.02079

```
! RIJCOSX wB97M-V def2-TZVPD def2/J DEFGRID3
* xyz 0 1
C -2.42688 2.40277 2.82964
N -3.81832 2.18179 2.41273
C -4.80964 2.74334 3.33314
B -4.12817 0.93163 1.84488
O -5.36573 0.35598 1.95584
O -3.07996 0.30131 1.10515
S -2.76754 -1.26658 1.13026
O -2.85247 -1.68565 2.51152
O -4.13359 -1.81706 0.43178
C -3.96646 -2.36716 -0.89479
C -3.58905 -1.33649 -1.94404
C -4.52145 -0.12223 -1.95175
C -4.48662 0.72836 -3.23222
C -3.57795 1.95202 -3.16111
N -2.17112 1.63865 -2.89253
H -1.78376 2.54113 1.96104
H -2.37148 3.31307 3.42552
H -2.03401 1.57582 3.42675
H -4.48006 3.73078 3.65687
H -5.76507 2.86290 2.82517
H -4.96978 2.11715 4.21588
H -5.73478 0.02629 1.13629
H -4.93914 -2.79971 -1.12943
H -3.24399 -3.18658 -0.85397
H -2.54427 -1.04803 -1.79857
H -3.63450 -1.83353 -2.91835
H -4.30919 0.51928 -1.09348
H -5.54112 -0.49842 -1.80879
H -4.19259 0.11421 -4.08980
H -5.49446 1.09718 -3.43635
H -3.63683 2.46699 -4.12630
H -3.96159 2.64281 -2.40284
H -1.79476 2.17556 -2.12531
H -2.02122 0.66205 -2.69364
C -7.19205 0.42068 -10.24967
O -5.83779 0.63205 -9.92866
C -5.07009 1.16332 -10.99177
C -3.98054 2.08343 -10.48605
O -4.44391 3.33226 -10.00007
C -5.05417 3.36873 -8.72049
C -4.08469 3.28503 -7.56165
O -3.54561 1.98445 -7.42873
C -2.20743 1.96257 -6.98251
H -7.32515 -0.44405 -10.91048
H -7.72217 0.23216 -9.31747
H -7.62963 1.30037 -10.73478
H -5.71231 1.71197 -11.69097
H -4.58962 0.34346 -11.54432
H -3.35912 2.33457 -11.34906
H -3.35579 1.56957 -9.75339
H -5.83315 2.61056 -8.62172
H -5.52565 4.35297 -8.66514
H -4.63013 3.55441 -6.64543
H -3.28365 4.01984 -7.70470
H -1.58040 2.65207 -7.55877
H -1.83386 0.94949 -7.12300
H -2.12880 2.22142 -5.92032
C 4.53262 -2.32633 0.28250
O 3.37631 -2.72914 0.97612
C 3.25861 -4.12887 1.13945
C 2.59374 -4.48217 2.45224
O 3.40479 -4.26993 3.59505
C 3.58809 -2.93874 4.05346
C 2.38903 -2.33992 4.75407
O 1.35517 -2.03172 3.84151
C 0.05405 -2.21496 4.35568
H 4.46339 -2.54521 -0.78992
H 4.63289 -1.25023 0.41421
H 5.42829 -2.81635 0.68100
H 4.24582 -4.60459 1.09496
H 2.64540 -4.54408 0.32664
H 2.41835 -5.56079 2.43264
H 1.62826 -3.98069 2.53908
H 3.93673 -2.28061 3.25562
H 4.38582 -3.00996 4.79734
H 2.72155 -1.42120 5.25859
H 2.02995 -3.03780 5.52026
H -0.04660 -3.19188 4.84253
H -0.64337 -2.16408 3.52347
H -0.21036 -1.43557 5.08055
C 6.50094 3.14652 6.14392
O 7.19800 1.95918 5.85020
C 8.50925 1.91384 6.37846
C 8.90282 0.50511 6.76588
O 8.25968 0.01238 7.92959
C 6.90522 -0.39502 7.82710
C 6.70128 -1.73357 7.15176
O 6.93299 -1.65240 5.75791
C 7.53311 -2.80555 5.21169
H 6.87350 3.99455 5.55725
H 5.45489 2.98053 5.89164
H 6.57390 3.39971 7.20757
H 8.59328 2.56824 7.25433
H 9.22354 2.26714 5.62119
H 9.96311 0.53700 7.02799
H 8.78108 -0.17088 5.91758
H 6.28758 0.36883 7.35132
H 6.57059 -0.51038 8.86088
H 5.66373 -2.04832 7.33459
H 7.36426 -2.47730 7.60882
H 8.40289 -3.11433 5.80203
H 7.86065 -2.55769 4.20336
H 6.82847 -3.64369 5.15782
*
```

Here are the Mulliken charges for atoms 1 to 2, given in e: number 1, C, carries -0.90; number 2, N, carries 0.16

=====

[2]
A 8-piece molecular cluster, C25H61F3O23S7 overall. Source: the OMol25 dataset; level of theory: ωB97M-V/def2-TZVPD.

Values from the calculation:
HOMO level, eV: -10.79
Strongest force on any atom, eV/Å: 4.0
HOMO-LUMO gap, eV: 10.778
LUMO level, Eh: -0.00056

```
! RIJCOSX wB97M-V def2-TZVPD def2/J DEFGRID3
* xyz 0 1
O 8.77136 0.88658 0.09374
S 7.60306 1.55834 0.68665
O 7.52439 2.99925 0.90140
O 6.26630 1.15237 -0.18256
C 6.27331 -0.22767 -0.53701
C 5.56123 -0.35434 -1.92318
C 7.11940 0.83974 2.32297
H 5.79662 -0.83650 0.23122
H 7.23329 -0.73571 -0.62886
H 5.93335 0.39239 -2.62462
H 4.47268 -0.31686 -1.88119
H 5.63775 -1.34623 -2.36859
H 7.30865 -0.23326 2.35417
H 6.04487 0.84378 2.50595
H 7.70987 1.26766 3.13310
O -6.05548 -1.70471 5.43349
S -6.34598 -1.92467 3.98574
O -6.18087 -0.85042 3.00295
O -5.69192 -3.36527 3.50157
C -5.64734 -3.68683 2.10270
C -4.43356 -3.01687 1.32778
C -8.06396 -2.47539 3.99762
H -6.57353 -3.36401 1.62725
H -5.61886 -4.77513 2.04908
H -3.43750 -3.38592 1.57230
H -4.40440 -1.96345 1.60624
H -4.52336 -3.31698 0.28376
H -8.17226 -3.18487 4.81799
H -8.48358 -2.94104 3.10588
H -8.64399 -1.60358 4.30029
O 3.51898 7.71557 -2.27513
S 2.54151 6.63732 -1.96247
O 1.08497 6.93466 -1.88638
O 2.75252 5.41956 -3.01962
C 4.05043 5.02751 -3.49524
C 4.73029 5.84581 -4.59128
C 3.11120 5.73544 -0.46411
H 4.01529 4.03457 -3.94351
H 4.70636 4.93181 -2.62997
H 4.75889 6.92462 -4.43814
H 4.18574 5.79025 -5.53388
H 5.73862 5.46639 -4.75684
H 2.48761 4.87030 -0.23883
H 2.97082 6.42951 0.36453
H 4.15541 5.50422 -0.67454
O -2.05795 0.61549 -6.31352
S -3.48924 0.44505 -6.10008
O -4.13942 -0.79000 -5.69760
O -4.00046 1.66628 -5.06953
C -3.42778 2.94510 -5.19030
C -3.99532 3.76138 -4.06739
C -4.30307 0.91962 -7.63837
H -3.68775 3.45851 -6.11600
H -2.33995 2.88603 -5.15518
H -3.50126 4.73059 -3.99928
H -3.78583 3.27746 -3.11343
H -5.07034 3.93041 -4.12942
H -4.04731 1.97528 -7.72931
H -5.36439 0.94132 -7.39091
H -4.10562 0.21310 -8.44455
O -1.71469 -6.70239 -1.78301
S -0.61803 -6.44460 -2.75145
O 0.19984 -5.26688 -2.61157
O 0.39878 -7.73700 -2.69517
C -0.09941 -9.00054 -2.57396
C 1.16190 -9.87213 -2.46137
C -1.30415 -6.51865 -4.50599
H -0.64521 -9.34362 -3.45288
H -0.83449 -9.23929 -1.80536
H 1.01135 -10.93607 -2.64442
H 1.52454 -9.75444 -1.44022
H 1.99797 -9.65149 -3.12500
H -1.87377 -5.60358 -4.66805
H -1.76084 -7.48565 -4.71684
H -0.46195 -6.45104 -5.19463
O -5.51231 6.88761 5.45463
S -5.54622 6.17532 4.16987
O -6.82079 6.19551 3.40301
O -4.27265 6.66456 3.23670
C -2.91958 6.63632 3.75966
C -2.10028 7.82239 3.42158
C -5.08263 4.37034 4.38676
H -2.34196 5.82624 3.31442
H -2.90924 6.49102 4.83988
H -2.40598 8.15840 2.43074
H -1.06142 7.50428 3.33394
H -2.20606 8.56074 4.21639
H -4.33267 4.28761 5.17342
H -4.58228 4.13916 3.44638
H -5.90490 3.68076 4.57768
O 2.36338 -4.24064 5.15698
S 3.19660 -4.14440 3.97398
O 4.17413 -3.06241 3.75280
O 4.01816 -5.58434 3.72558
C 5.35622 -5.76255 4.22695
C 5.49591 -5.42796 5.70045
C 2.08788 -4.11279 2.47451
H 6.12152 -5.19943 3.69281
H 5.53556 -6.83613 4.16876
H 6.27566 -6.03905 6.15504
H 4.55242 -5.69506 6.17646
H 5.88623 -4.41055 5.67543
H 1.94091 -3.07285 2.18290
H 1.15325 -4.56368 2.80809
H 2.49139 -4.65456 1.61908
C 0.31332 1.63686 -1.42738
C -0.53427 0.53321 -0.86152
O -0.24947 0.55365 0.52505
C -0.70645 1.51773 1.39068
O -1.42896 2.45610 1.00887
C -0.37899 1.13817 2.90827
F -0.81958 2.11967 3.69631
F -1.00446 0.02573 3.31769
F 0.88428 0.87860 3.05459
H 0.42113 1.56569 -2.50970
H 1.27831 1.57107 -0.92483
H -0.08650 2.62227 -1.18812
H -0.18896 -0.41666 -1.26972
H -1.60399 0.63784 -1.04276
*
```

Here are the Mulliken charges for atoms 1 to 2, given in e: number 1, O, carries -0.60; number 2, S, carries 1.12

=====

[3]
A 4-piece molecular cluster, C25H62ClNO9P2 overall. Source: the OMol25 dataset; level of theory: ωB97M-V/def2-TZVPD.

Values from the calculation:
HOMO level, eV: -7.39
Strongest force on any atom, eV/Å: 2.7
HOMO-LUMO gap, eV: 7.843
LUMO level, Eh: 0.01659

```
! RIJCOSX wB97M-V def2-TZVPD def2/J DEFGRID3
* xyz 0 1
C -4.82059 5.03412 5.07250
C -3.59458 4.09574 5.24675
C -3.84489 2.77314 4.46612
C -3.18212 2.63951 3.05007
P -2.49530 4.21768 2.29002
C -4.14510 4.55973 1.37882
C -4.31739 6.03671 0.87161
C -2.99439 6.75844 0.51072
Cl -5.32056 7.01884 2.01788
P -0.42525 3.79133 3.12193
N -0.08230 4.73305 4.38694
H -5.62847 4.61056 5.69065
H -4.65286 6.04450 5.45520
H -5.21321 5.03114 4.05321
H -2.63053 4.57725 5.04680
H -3.58137 3.82944 6.31362
H -4.93189 2.65408 4.37797
H -3.49057 1.95275 5.10198
H -3.96192 2.28385 2.36372
H -2.45529 1.82231 3.09186
H -2.50966 5.47483 2.95424
H -1.86781 4.17626 0.98604
H -4.15866 3.91154 0.48590
H -5.01549 4.27023 1.98134
H -4.90034 5.98071 -0.05279
H -2.30312 6.09822 -0.01760
H -3.22903 7.63193 -0.10347
H -2.52745 7.11275 1.43585
H -0.27604 2.43119 3.51483
H 0.56454 4.00833 2.09541
H 0.10606 4.11200 5.16602
C -0.49171 -2.64053 1.06882
O -1.73330 -2.28236 0.49707
C -2.42172 -1.30827 1.26698
C -3.35244 -0.49085 0.39063
O -2.68219 0.50370 -0.37342
C -1.91970 0.03115 -1.48069
C -2.76616 -0.46061 -2.64044
O -3.24447 -1.77194 -2.38529
C -4.39001 -2.08034 -3.15148
H -0.63312 -3.09978 2.05272
H -0.01506 -3.36086 0.40608
H 0.15988 -1.76304 1.15617
H -1.70963 -0.63827 1.76343
H -3.00991 -1.83720 2.02782
H -4.02596 0.06165 1.05215
H -3.97693 -1.12229 -0.24175
H -1.19299 -0.71599 -1.16256
H -1.35619 0.90100 -1.82635
H -2.14899 -0.49499 -3.54722
H -3.60224 0.23040 -2.79596
H -5.19990 -1.37608 -2.93303
H -4.71595 -3.08116 -2.87420
H -4.15644 -2.06446 -4.22110
C 0.83595 2.63716 -6.91507
O 1.20030 1.41855 -6.30205
C 2.12644 0.67751 -7.08425
C 2.96950 -0.22587 -6.20478
O 4.01444 0.45308 -5.51879
C 3.63034 1.26619 -4.41493
C 3.20005 0.47351 -3.19381
O 1.86587 0.01467 -3.34415
C 1.58668 -1.09467 -2.51775
H 0.32854 2.45696 -7.86883
H 0.15605 3.15756 -6.24286
H 1.71753 3.26746 -7.07457
H 2.78274 1.35248 -7.64439
H 1.55297 0.06419 -7.79092
H 3.47838 -0.93830 -6.85928
H 2.35471 -0.80757 -5.51733
H 2.87548 1.99617 -4.70756
H 4.53246 1.82132 -4.14816
H 3.23817 1.12325 -2.30999
H 3.88353 -0.37140 -3.05276
H 2.25942 -1.92653 -2.75359
H 0.56383 -1.41146 -2.71591
H 1.67814 -0.81876 -1.46088
C 4.69023 -2.79837 0.16850
O 4.85678 -3.71670 1.22640
C 3.88772 -3.53577 2.24883
C 3.64712 -4.83225 2.99765
O 2.81375 -5.75006 2.30015
C 3.39879 -6.43065 1.19387
C 4.40910 -7.49079 1.59424
O 5.65693 -6.89501 1.90998
C 6.45063 -7.72368 2.73306
H 4.82578 -1.77063 0.52279
H 5.44132 -3.01706 -0.58842
H 3.69785 -2.91092 -0.28353
H 2.94105 -3.18371 1.82265
H 4.27257 -2.77949 2.94478
H 3.09538 -4.58672 3.90899
H 4.58231 -5.29931 3.30728
H 3.81761 -5.72614 0.47502
H 2.56438 -6.93731 0.70354
H 4.56421 -8.17722 0.75211
H 4.02247 -8.05131 2.45258
H 5.93242 -7.94214 3.67287
H 7.36894 -7.18522 2.95997
H 6.70186 -8.65609 2.21680
*
```

Here are the Mulliken charges for atoms 1 to 2, given in e: number 1, C, carries -1.17; number 2, C, carries -0.45

=====

[4]
C25H63Cl4N4O16P3 as an isolated structure. Source: the OMol25 dataset; level of theory: ωB97M-V/def2-TZVPD.

Values from the calculation:
HOMO level, eV: -8.36
Strongest force on any atom, eV/Å: 6.3
HOMO-LUMO gap, eV: 8.568
LUMO level, Eh: 0.00774

```
! RIJCOSX wB97M-V def2-TZVPD def2/J DEFGRID3
* xyz 0 1
C -1.23290 3.33421 1.02900
C -2.59321 3.91241 1.17750
O -3.12714 4.65262 0.33588
N -3.25084 3.41819 2.27619
C -4.64259 3.66454 2.66505
H -0.74111 3.19769 1.99212
H -0.69980 4.03706 0.38875
H -1.33140 2.37250 0.52550
H -2.70084 2.83940 2.89475
H -5.14652 2.87092 3.21670
H -5.26228 3.92150 1.80595
H -4.72121 4.66504 3.09039
C 4.24148 -4.01179 -4.58086
C 3.32699 -4.11931 -3.41111
O 3.29557 -5.14156 -2.72905
N 2.59869 -2.99115 -3.13796
C 2.00917 -2.60850 -1.83731
H 5.20693 -4.39483 -4.25030
H 4.55272 -2.98287 -4.76133
H 3.90809 -4.55734 -5.46367
H 2.39016 -2.34328 -3.88420
H 2.74963 -2.53594 -1.04073
H 1.25268 -3.37124 -1.65278
H 1.44520 -1.68329 -1.95568
C -1.17708 -4.79524 1.61316
C -0.40167 -3.54506 1.25581
O -0.22792 -3.20513 0.08733
N 0.15808 -2.75016 2.18447
C -0.14970 -2.91689 3.52525
H -2.10535 -4.40810 2.03333
H -0.80974 -5.48481 2.37320
H -1.31681 -5.31500 0.66533
H 0.84398 -2.06853 1.89292
H -0.59928 -1.98325 3.86333
H 0.78706 -3.05790 4.06442
H -0.84081 -3.69312 3.85377
C 3.83763 3.05050 0.82529
C 4.08314 3.39907 -0.59675
O 5.18672 3.64013 -1.00185
N 3.07077 3.53387 -1.49201
C 1.74732 3.12324 -1.32198
H 4.38380 2.28803 1.38067
H 2.77881 2.95996 1.06776
H 4.24014 3.93664 1.31605
H 3.39579 3.84520 -2.39618
H 1.79959 2.11122 -0.92050
H 1.07863 3.15354 -2.18224
H 1.16055 3.56957 -0.51913
C 3.11699 -0.76191 -6.71386
O 2.57096 0.18644 -5.74405
P 1.23030 -0.04673 -4.86980
O 1.03236 -1.52751 -4.52848
O 1.44220 0.99375 -3.61195
C 0.36441 1.21058 -2.75288
O 0.10175 0.84528 -5.72168
C -1.19880 0.47690 -5.61188
H 3.57007 -0.22600 -7.54789
H 2.41907 -1.34800 -7.31177
H 3.83490 -1.45578 -6.27654
H 0.54772 0.62837 -1.84981
H -0.56175 0.76587 -3.11698
H 0.14676 2.23369 -2.44633
H -1.85708 1.34533 -5.58705
H -1.55726 -0.12573 -4.77735
H -1.39134 -0.16698 -6.47004
C -3.01414 0.91766 0.32625
O -2.58770 0.03304 -0.69929
P -2.65037 0.53392 -2.30950
O -1.93983 -0.27106 -3.30596
O -2.01546 2.03580 -2.25003
C -2.23440 2.86336 -3.36969
O -4.22829 0.75209 -2.58954
C -5.01074 -0.32858 -2.86447
H -2.40219 0.93974 1.22798
H -4.04460 0.81907 0.66764
H -3.08424 1.97628 0.07623
H -2.87607 2.39079 -4.11335
H -1.34033 3.14901 -3.92390
H -2.68357 3.75095 -2.92414
H -4.40832 -1.15463 -3.24240
H -5.65905 -0.16090 -3.72452
H -5.57698 -0.78192 -2.05086
C 1.60439 -2.90488 5.34704
O 1.84295 -1.68005 4.85397
P 1.07449 -0.43460 5.50636
O 0.09279 -0.72434 6.56021
O 0.40331 0.33370 4.19929
C 1.15059 0.63783 3.11626
O 2.27683 0.55474 5.94184
C 3.16619 0.12257 6.97656
H 2.22899 -3.03973 6.23008
H 1.89639 -3.58288 4.54507
H 0.53050 -2.91769 5.53333
H 2.22819 0.74263 3.24236
H 0.74354 1.44362 2.50543
H 1.08956 -0.21776 2.44371
H 2.92694 -0.77347 7.54926
H 3.17738 1.00069 7.62222
H 4.14177 -0.16766 6.58654
Cl -4.72736 0.31306 2.87121
C -2.94529 0.22569 3.06753
C -2.38420 -1.11542 3.45608
Cl -2.22059 -2.12709 1.97131
H -2.87250 0.81573 3.98110
H -2.47478 0.75228 2.23720
H -2.83528 -1.68026 4.27191
H -1.36108 -0.87003 3.74088
Cl -0.52804 0.98804 1.54122
C -0.31915 -0.59588 0.83152
C 0.30127 -0.28959 -0.55067
Cl 1.88202 0.38565 -0.44622
H -1.19699 -1.24156 0.85596
H 0.39281 -1.18667 1.40787
H -0.22415 0.43905 -1.16803
H 0.43245 -1.23065 -1.08481
*
```

Here are the Mulliken charges for atoms 1 to 2, given in e: number 1, C, carries 0.59; number 2, C, carries -0.36